1.
{
  "formula": "C24H76O23",
  "method": "ωB97M-V/def2-TZVPD",
  "total_charge": 0,
  "e_tot_ev": -73202.607,
  "e_above_lowest_ev": 0.999,
  "homo_lumo_gap_ev": 9.70,
  "species": ["O", "O", "O", "O", "O", "O", "O", "O", "O", "O", "O", "O", "O", "O", "O", "O", "O", "O", "O", "O", "O", "O", "O", "C", "C", "C", "C", "C", "C", "C", "C", "C", "C", "C", "C", "C", "C", "C", "C", "C", "C", "C", "C", "C", "C", "C", "C", "H", "H", "H", "H", "H", "H", "H", "H", "H", "H", "H", "H", "H", "H", "H", "H", "H", "H", "H", "H", "H", "H", "H", "H", "H", "H", "H", "H", "H", "H", "H", "H", "H", "H", "H", "H", "H", "H", "H", "H", "H", "H", "H", "H", "H", "H", "H", "H", "H", "H", "H", "H", "H", "H", "H", "H", "H", "H", "H", "H", "H", "H", "H", "H", "H", "H", "H", "H", "H", "H", "H", "H", "H", "H", "H", "H"],
  "xyz": [[-2.58362, -0.69610, -4.25724], [1.29824, -0.62154, -5.29793], [-1.16144, 5.88619, 2.85411], [1.07671, 2.41998, -4.89925], [-5.79257, -2.81270, 3.69095], [0.35161, 1.23168, -0.05079], [-1.19481, 3.82101, -3.61364], [4.08567, 0.20514, -1.62950], [3.40791, 1.55638, 2.40984], [-2.94681, -2.92624, 3.19008], [2.79952, 5.73657, 1.00218], [-0.27505, -1.80128, -3.31772], [0.80373, 1.83226, 5.31889], [-6.12205, 2.65670, -2.30088], [-3.36750, -5.06960, -1.61166], [1.15846, -2.90031, 4.30939], [2.93667, 2.25210, -0.11116], [1.62269, -3.99626, 0.81601], [3.79631, -5.04785, -0.54819], [-0.88706, 3.29403, 1.08200], [2.80941, -0.27150, 4.70577], [-1.21949, -5.72875, 0.10217], [-4.49517, 4.48189, -0.50653], [1.98725, -3.71511, 2.18536], [-3.67868, -1.73216, 3.40740], [3.08778, 3.63249, -0.22547], [-2.62128, -1.94601, -3.64229], [4.08424, 0.02308, 4.15809], [-0.17301, 0.00783, 0.19607], [2.50483, -1.18505, -5.82796], [-5.30825, 3.82364, -2.64527], [0.71252, -3.15849, 2.97643], [-2.21259, -4.86473, 0.58076], [3.31756, -5.06774, -1.89800], [3.81382, -0.95870, -0.96267], [-2.97045, -4.06057, -0.61751], [3.59671, -0.12462, -5.54104], [-1.56463, 3.52265, 2.28859], [3.90299, 0.22908, 2.63010], [-0.86112, 4.53012, 3.22026], [-4.00555, 3.91259, -1.70982], [-0.38761, 1.05259, 5.62420], [2.85290, 4.34740, 1.14919], [-4.95326, -1.85648, 4.29164], [0.61209, 2.38228, -3.51819], [-1.23079, -2.68428, -3.67239], [0.01346, 3.56079, -2.85174], [4.13028, -1.65056, -1.74323], [1.27554, -1.98699, 4.58094], [-0.42169, -5.38501, 0.51080], [4.86453, -0.00640, 2.17393], [-0.52627, 4.13373, 0.78819], [-1.90765, 2.60925, 2.77452], [-0.01620, -3.96849, 2.94537], [3.55563, 1.66375, 1.46737], [-2.76343, -5.32782, 1.39943], [4.54541, -1.10882, -0.16873], [-3.07514, -0.88273, 3.72728], [3.73565, 0.87347, -1.03585], [1.83876, 4.05959, 1.42630], [-0.54817, -0.12716, 1.21053], [-3.54206, -3.59090, 3.54435], [3.73524, -0.01872, -4.46508], [0.22662, 4.46016, 3.22451], [0.57281, 2.67583, 4.92309], [-0.13709, 1.59178, -3.47417], [-3.63985, -5.83262, -1.09666], [-5.82712, 4.77644, -2.75034], [3.33831, -4.06872, -2.33346], [-6.29819, 2.28516, -3.16837], [-0.95042, 0.68679, 4.76540], [-0.68153, -0.93161, -3.31090], [0.15911, -2.30812, 2.57805], [2.35381, -4.16509, 0.21721], [-1.03885, -2.99333, -4.69989], [4.04317, 3.94607, -0.64617], [-4.80579, -2.13724, 5.33449], [-0.92706, 1.89003, 6.06668], [3.51035, 4.02904, 1.95821], [-1.29552, 4.41932, 4.21380], [-1.02576, -0.03766, -0.48133], [2.40267, -4.66741, 2.51496], [-1.07232, 3.28083, -4.39773], [2.26756, -1.37219, -6.87523], [4.62004, 0.78903, 4.71874], [4.59873, -0.38627, -5.88104], [4.74944, -5.01963, -0.43710], [-3.10211, -1.70870, -2.69330], [-0.09364, 3.45594, -1.77210], [0.83153, -1.27486, -4.77166], [1.23395, 1.51069, -5.16396], [3.93905, -5.80091, -2.41211], [2.53933, 6.13121, 1.83774], [-3.98961, -1.46581, 2.39722], [-3.76003, -3.47347, -0.14849], [3.12008, -0.44346, 2.27961], [0.47649, -0.80937, -0.11765], [-3.17635, 4.44099, -2.18027], [1.99379, 2.07998, -0.05667], [-1.22826, -3.66167, -3.18990], [-0.14598, 0.11845, 6.13125], [-3.36608, -2.64760, -4.01799], [-6.62426, -2.49482, 3.33201], [-1.59436, -4.07634, 1.01011], [2.80328, -2.99321, 2.21771], [2.73682, -2.11170, -5.30298], [-2.27902, -3.36749, -1.09672], [-0.14769, 1.93637, 0.36840], [0.75562, 4.35078, -2.96667], [2.74699, -1.05739, -0.76211], [-2.50177, 4.04919, 2.10799], [2.40465, 3.94595, -1.01488], [-4.94724, 3.71241, -3.66772], [-3.67211, 2.88459, -1.56792], [3.26587, 0.81977, -5.97323], [2.25878, -5.32059, -1.84177], [1.43850, 2.00082, -2.91851], [2.42902, 0.60442, 4.80409], [4.66028, -0.90227, 4.15804], [-5.07712, 3.86019, -0.06332], [-5.48888, -0.90722, 4.30289], [-2.11064, 6.02976, 2.85134], [-2.97309, -0.78356, -5.13031]],
  "forces_ev_per_angstrom": [[0.1, 0.5, -1.0], [0.0, 0.3, -0.1], [0.8, -0.2, -0.5], [-0.8, 1.8, 1.0], [-0.2, -1.4, -0.1], [2.5, 2.0, -0.4], [0.3, 0.5, 1.3], [0.0, 2.2, -0.2], [1.0, -0.7, 0.2], [-0.1, 0.2, 1.1], [0.6, 0.8, -0.6], [2.3, 1.1, 1.4], [0.8, -1.4, -0.4], [0.6, 1.5, -0.3], [-0.1, 1.7, 0.7], [-0.5, -1.1, 0.2], [1.0, -0.3, 0.0], [-1.7, 0.7, 0.3], [-0.6, 0.2, 0.6], [0.1, -0.3, 0.0], [0.3, 0.5, 0.6], [0.1, -0.9, -0.5], [1.1, 0.6, 0.7], [-0.6, 0.5, -1.3], [-0.8, 0.6, -0.5], [0.3, 1.7, 0.2], [-0.5, -2.0, 0.9], [-0.4, -1.8, -1.9], [-1.9, -1.5, -0.7], [0.1, 1.0, 0.7], [2.3, -0.7, -0.6], [1.8, -0.8, 0.1], [0.9, 2.8, -1.0], [0.6, 0.1, 0.6], [1.0, -1.7, -1.4], [0.9, -3.1, 1.2], [-0.2, -0.8, -0.2], [-0.5, 1.4, 0.8], [-0.2, 1.0, 1.9], [-1.1, 0.3, 0.1], [-3.1, -0.8, -1.0], [0.3, 1.8, -0.8], [-1.3, -0.7, -0.7], [0.1, 0.5, -1.0], [1.4, -3.2, 0.3], [-3.0, -0.4, -1.4], [0.4, 0.9, -2.4], [-0.5, -1.1, 0.3], [0.1, 0.3, -0.8], [0.5, -0.3, -0.3], [0.1, 0.4, -0.5], [0.0, 0.3, -0.2], [0.8, -0.3, -0.1], [-0.1, -0.1, 0.6], [-0.5, 0.7, -0.4], [-0.8, 0.0, -0.4], [-0.6, -0.2, 0.8], [0.5, -0.3, 0.4], [0.1, 1.0, -0.4], [-0.2, -0.7, 0.4], [0.3, -0.1, 0.2], [0.2, -0.6, -0.1], [-0.4, 0.1, 0.1], [0.0, -0.2, 0.1], [-0.2, -0.1, 0.0], [-0.3, -0.3, 0.1], [0.0, -0.2, -0.1], [-0.5, -0.1, 1.0], [0.4, 0.0, -0.2], [-0.3, -0.4, 0.2], [0.2, 0.3, -0.6], [0.1, 0.4, 0.0], [0.6, 0.2, -0.6], [0.7, -0.1, 0.5], [-0.3, 0.1, -0.7], [0.4, -0.6, 0.3], [0.5, -0.2, 0.0], [-1.1, -1.3, 1.1], [0.3, -0.2, -0.3], [0.4, -0.5, 0.4], [-0.6, -0.8, 0.1], [-0.4, 0.1, 1.1], [-0.2, 0.1, -0.3], [0.7, -0.1, -0.2], [-0.1, 0.2, -0.3], [-0.1, -0.1, -0.5], [0.0, 0.1, -0.6], [1.0, -0.4, 0.9], [-0.7, -0.5, -0.2], [-0.2, -0.1, 0.4], [-0.1, -0.5, 0.2], [-0.5, 0.1, -0.6], [0.0, 0.0, 0.0], [-0.6, 0.5, 0.0], [-0.5, -0.2, -0.3], [0.3, -0.5, 0.1], [0.3, 0.2, 0.3], [-0.3, 0.5, 0.3], [-0.7, -0.8, 0.1], [0.0, 0.3, 1.0], [0.2, 0.7, 0.8], [0.0, 0.1, -0.8], [0.3, 0.4, 0.2], [-0.7, 0.6, 0.7], [-0.1, 0.3, 0.1], [0.0, -0.2, -0.2], [0.1, -0.3, 0.0], [-0.5, 0.1, 0.3], [-0.3, 0.7, -0.2], [0.1, -0.4, 0.6], [-0.4, -0.1, -0.5], [-0.5, 0.6, 0.3], [0.2, -0.5, -0.2], [0.1, -0.1, 0.1], [0.3, 0.1, 0.0], [0.2, -0.5, -0.1], [0.2, 0.1, 0.2], [-0.9, 0.2, 0.2], [0.1, -0.1, 0.7], [0.0, -0.2, -0.2], [0.4, 0.4, 0.0], [-0.1, -0.1, 0.0], [0.2, 0.2, -0.2]]
}

---

2.
{
  "formula": "C2HBrFOS2",
  "method": "ωB97M-V/def2-TZVPD",
  "total_charge": -1,
  "e_tot_ev": -98568.981,
  "e_above_lowest_ev": 0.354,
  "homo_lumo_gap_ev": 6.97,
  "species": ["Br", "S", "S", "F", "O", "C", "C", "H"],
  "xyz": [[0.75661, -0.00062, 2.16534], [0.98504, -0.40873, -2.05418], [-1.34654, 0.75268, 0.83377], [-2.09416, 1.35953, -0.53899], [0.10071, -2.12789, -0.24296], [0.34639, 0.23668, 0.31918], [0.40231, -0.99036, -0.59516], [0.84965, 1.17871, 0.11299]],
  "forces_ev_per_angstrom": [[0.8, -0.9, 1.7], [0.2, 0.0, -1.3], [-0.4, 0.3, -0.7], [0.4, -0.4, 0.3], [-0.1, 1.0, 0.3], [-1.9, 1.2, 0.5], [0.7, -0.4, 0.0], [0.3, -0.7, -0.8]]
}

---

3.
{
  "formula": "ClMg2",
  "method": "ωB97M-V/def2-TZVPD",
  "total_charge": 3,
  "e_tot_ev": -23373.286,
  "e_above_lowest_ev": 5.088,
  "homo_lumo_gap_ev": 13.75,
  "species": ["Cl", "Mg", "Mg"],
  "xyz": [[-0.03104, -0.29980, -0.09596], [-1.64011, 0.29032, 0.56533], [1.67114, 0.00947, -0.46936]],
  "forces_ev_per_angstrom": [[-4.2, -5.7, -0.8], [-10.2, 3.4, 4.1], [14.4, 2.3, -3.3]]
}

---

4.
{
  "formula": "C43H45BClHgN7O4P",
  "method": "ωB97M-V/def2-TZVPD",
  "spin_multiplicity": 2,
  "total_charge": -2,
  "e_tot_ev": -90607.204,
  "s2": 0.770,
  "e_above_lowest_ev": 2.422,
  "homo_lumo_gap_ev": [4.21, 6.33],
  "species": ["Hg", "Cl", "P", "O", "O", "O", "O", "N", "N", "N", "N", "N", "N", "N", "C", "C", "C", "C", "C", "C", "C", "C", "C", "C", "C", "C", "C", "C", "C", "C", "C", "C", "C", "C", "C", "C", "C", "C", "C", "C", "C", "C", "C", "C", "C", "C", "C", "C", "C", "C", "C", "C", "C", "C", "C", "C", "C", "B", "H", "H", "H", "H", "H", "H", "H", "H", "H", "H", "H", "H", "H", "H", "H", "H", "H", "H", "H", "H", "H", "H", "H", "H", "H", "H", "H", "H", "H", "H", "H", "H", "H", "H", "H", "H", "H", "H", "H", "H", "H", "H", "H", "H", "H"],
  "xyz": [[-0.60342, 0.02964, 0.09717], [3.83669, 1.47138, 2.11387], [3.82037, -0.61560, -0.17759], [1.78641, 3.42507, 1.02948], [-0.07027, -1.70591, -1.38209], [0.74110, -1.94476, -3.43910], [0.15521, 1.91238, 1.08541], [-1.54069, -1.83597, 1.32048], [-3.09601, -1.03888, -1.57023], [-2.40941, -2.42718, 0.47621], [-4.10776, -0.56600, 0.68804], [1.18985, 0.69362, -1.12522], [-2.51490, 0.18071, -1.59918], [-3.37975, 0.43220, 1.21525], [5.87757, -2.89528, -2.97486], [4.41140, -1.94551, -1.30534], [5.71748, 1.36011, -0.99907], [1.57828, -0.13864, -2.12411], [-0.73135, 1.68654, -4.34025], [1.25094, 2.39278, 0.59237], [-1.42278, 2.73553, -2.15526], [4.29019, 0.91756, -1.12541], [3.82845, 0.87982, -2.63318], [3.64507, -3.10643, -1.35078], [3.26022, 2.08712, -0.94430], [-3.71031, 2.25290, 2.85432], [6.28802, 2.41210, -1.60053], [6.97690, -1.72935, 2.32479], [2.71986, -0.07928, -2.86841], [-1.86268, 1.85714, -3.32220], [1.89483, 1.66768, -0.53666], [-5.47663, 0.53485, 2.01794], [-2.19932, -3.74398, 0.45003], [0.24160, -2.46726, 2.88587], [-3.32135, -1.47483, -2.81609], [-1.16973, -4.04334, 1.32108], [-4.18665, 1.10790, 2.00948], [-2.47322, 2.92851, 2.27739], [0.66703, -1.35409, -2.36006], [-0.77587, -2.79997, 1.83239], [5.53002, -1.85116, -2.13357], [5.11248, -0.70454, 1.14590], [0.32086, -3.57203, 3.93946], [3.35631, 2.35336, -2.48764], [5.11164, -4.05419, -3.00135], [3.99312, -4.15571, -2.18923], [5.85114, 0.14545, 3.30515], [5.00960, 0.19615, 2.20648], [-2.88333, -0.51390, -3.69715], [-5.36975, -0.53265, 1.15653], [-3.43718, 1.75632, 4.27933], [1.62115, -2.17699, 2.29635], [6.83916, -0.82762, 3.36998], [5.64247, 3.40298, -2.45675], [-2.38889, 0.51791, -2.88009], [4.36367, 3.39059, -2.84559], [6.12541, -1.66178, 1.23114], [-3.54610, -1.65841, -0.23698], [-0.33274, 2.66175, -4.63250], [-1.26305, 3.76028, -2.49789], [-2.69890, 2.36101, -3.82781], [-2.65665, 0.99539, 4.25403], [6.26687, 4.23286, -2.77299], [1.55767, -1.45780, 1.48003], [6.12747, -0.94812, -2.12742], [6.37277, 0.73879, -0.39882], [7.34906, 2.56652, -1.42379], [-0.11455, -1.55119, 3.36822], [2.83845, -0.83991, -3.62740], [3.36833, -5.03838, -2.23039], [2.07569, -3.08938, 1.90395], [-3.77021, -2.43667, -2.99378], [2.73503, -3.16179, -0.76552], [-2.16775, 2.74323, -1.35964], [-0.48862, 2.37485, -1.72857], [4.01099, 4.23045, -3.43596], [-4.53065, 2.98086, 2.90240], [2.28756, -1.76289, 3.05410], [5.37293, -4.86232, -3.67379], [5.73189, 0.87178, 4.09671], [-4.32964, 1.31112, 4.72232], [-2.65261, 3.30619, 1.27089], [7.49675, -0.87337, 4.22911], [-0.67037, -3.83331, 4.31301], [-6.34532, 0.86782, 2.56127], [-3.09987, 2.57552, 4.91840], [0.93832, -3.25497, 4.78157], [-2.79098, -4.38320, -0.18077], [-2.16190, 3.76244, 2.91096], [-1.07574, 1.17119, -5.23848], [-1.63761, 2.23114, 2.20111], [3.57930, 2.90495, -0.30198], [0.07722, 1.09783, -3.91102], [-2.89111, -0.56261, -4.77129], [-6.09358, -1.26074, 0.83541], [7.75016, -2.48709, 2.35664], [2.39859, 2.55874, -2.96366], [4.65322, 0.73032, -3.33344], [6.74032, -2.80046, -3.62469], [-0.74941, -5.01154, 1.52603], [6.23644, -2.38134, 0.43164], [-4.43792, -2.44460, -0.45287], [0.77113, -4.47238, 3.51577]],
  "forces_ev_per_angstrom": [[-0.2, 0.2, 0.1], [0.1, -0.1, 0.2], [0.1, -0.3, -0.1], [0.1, 0.1, 0.2], [-0.1, -0.1, 0.1], [0.1, -0.2, -0.3], [-0.1, -0.1, 0.0], [0.3, 0.1, -0.2], [-0.1, 0.2, 0.1], [-0.1, -0.1, 0.0], [-0.2, -0.4, 0.0], [0.1, -0.2, 0.0], [0.1, 0.0, -0.2], [0.2, 0.1, -0.1], [0.0, 0.0, -0.1], [0.1, 0.1, 0.1], [0.0, 0.0, -0.1], [0.0, 0.0, 0.0], [-0.1, 0.0, 0.0], [0.0, -0.2, -0.3], [-0.1, 0.0, 0.0], [0.1, -0.1, 0.2], [0.1, 0.1, -0.1], [0.0, 0.0, 0.0], [-0.1, 0.3, -0.3], [0.0, 0.1, 0.0], [0.0, -0.1, 0.1], [0.0, 0.0, 0.0], [0.0, 0.0, -0.2], [0.0, 0.0, 0.0], [-0.2, 0.2, 0.2], [0.0, 0.0, -0.1], [0.0, 0.0, 0.1], [0.1, 0.0, 0.0], [0.0, 0.0, 0.0], [0.1, 0.1, -0.1], [-0.2, 0.1, 0.3], [0.0, -0.1, 0.1], [-0.1, 0.1, 0.1], [-0.1, 0.0, 0.2], [0.1, 0.0, 0.1], [0.0, 0.0, -0.2], [0.0, 0.1, 0.0], [-0.1, 0.1, 0.0], [0.0, 0.0, 0.0], [0.0, 0.0, 0.0], [0.1, -0.1, 0.1], [0.0, 0.2, 0.0], [0.0, 0.0, 0.0], [0.0, 0.1, 0.0], [0.0, 0.0, -0.1], [-0.1, 0.0, -0.1], [-0.1, 0.0, 0.0], [-0.1, 0.1, -0.1], [0.0, 0.0, 0.0], [0.0, 0.0, 0.0], [-0.1, -0.1, 0.0], [-0.1, 0.1, -0.1], [0.0, 0.0, 0.0], [0.0, 0.0, 0.0], [0.0, 0.0, 0.0], [0.1, 0.0, 0.0], [0.0, 0.0, 0.0], [0.0, 0.0, 0.0], [0.0, 0.0, 0.0], [0.0, 0.0, 0.1], [0.0, 0.0, 0.0], [0.0, 0.0, 0.0], [0.0, 0.0, 0.0], [0.0, 0.0, 0.0], [0.0, 0.0, -0.1], [0.0, -0.1, 0.0], [0.0, 0.0, 0.0], [0.0, 0.0, 0.0], [0.1, 0.0, 0.0], [0.0, 0.0, -0.1], [0.0, 0.0, 0.0], [0.1, 0.0, 0.1], [0.0, 0.0, 0.0], [0.0, 0.0, 0.0], [0.0, 0.0, 0.0], [0.0, 0.0, 0.0], [0.0, 0.0, 0.0], [0.0, 0.0, 0.0], [0.0, 0.0, 0.0], [0.0, 0.0, 0.0], [0.0, 0.0, 0.0], [-0.1, 0.0, 0.0], [0.0, 0.0, 0.0], [0.0, 0.0, 0.0], [-0.1, 0.2, 0.0], [0.0, -0.1, -0.1], [0.1, 0.0, 0.0], [0.0, 0.0, -0.1], [0.0, -0.1, 0.0], [0.0, 0.0, 0.0], [0.0, 0.0, 0.0], [0.0, 0.0, 0.0], [0.0, 0.0, 0.0], [0.0, -0.1, 0.1], [0.0, 0.0, -0.1], [0.0, -0.1, -0.1], [0.0, 0.0, 0.0]]
}